C25H50N2P2Zr as an isolated structure at a distorted geometry. Source: the Open Molecules 2025 dataset; level of theory: ωB97M-V with the def2-TZVPD basis set.

Geometry as XYZ:
```
80
Properties=species:S:1:pos:R:3
C -3.746 1.923 -3.191
C -3.643 1.846 -1.803
C -2.804 0.886 -1.218
C -2.018 0.092 -2.060
C -2.124 0.157 -3.455
C -3.018 1.073 -4.018
C -2.724 0.686 0.265
C -4.132 0.744 0.977
N -5.020 -0.383 0.834
Zr -0.373 -0.876 -0.947
C -1.298 -0.775 -4.315
P -0.423 -2.023 -3.243
H -4.199 2.528 -1.154
H -3.127 1.102 -5.106
H -4.408 2.670 -3.630
H -0.516 -0.246 -4.889
H -1.914 -1.331 -5.043
H -2.222 -0.272 0.574
H -2.130 1.498 0.728
H -3.962 0.857 2.060
C 0.849 -2.682 -4.323
C -1.694 -3.334 -3.224
H -4.667 1.637 0.620
C -5.455 -0.787 -0.470
C -4.955 -1.424 1.824
H -1.360 -2.396 -0.275
H -6.277 -1.507 -0.331
H -5.823 0.078 -1.041
H -4.662 -1.274 -1.067
H -5.857 -2.045 1.740
H -4.072 -2.078 1.694
H -4.913 -0.974 2.827
H -1.833 -3.691 -4.255
H -1.348 -4.161 -2.589
H -2.654 -2.968 -2.831
H 0.390 -3.100 -5.230
H 1.551 -1.884 -4.593
H 1.391 -3.466 -3.780
H -1.041 -2.126 0.360
C 2.835 2.880 2.491
C 2.027 2.352 1.286
C 0.557 2.779 1.426
C 2.570 3.002 0.004
P 2.142 0.501 1.164
N 0.978 0.006 0.133
C 3.745 -0.048 0.389
C 4.959 0.641 1.046
C 3.883 -1.567 0.555
C 3.735 0.261 -1.118
C 1.821 -0.326 2.810
C 3.079 -0.284 3.704
C 0.676 0.386 3.549
C 1.399 -1.790 2.618
H 2.793 3.980 2.457
H 3.893 2.594 2.446
H 2.419 2.571 3.456
H 0.504 3.871 1.297
H -0.061 2.314 0.648
H 0.131 2.547 2.406
H 3.659 2.911 -0.093
H 2.079 2.602 -0.891
H 2.344 4.078 0.053
H 5.009 0.466 2.127
H 5.862 0.195 0.602
H 5.000 1.719 0.850
H 3.010 -2.099 0.158
H 4.758 -1.889 -0.030
H 4.061 -1.869 1.593
H 2.798 -0.069 -1.582
H 3.877 1.322 -1.341
H 4.563 -0.290 -1.587
H 3.449 0.736 3.866
H 2.795 -0.686 4.688
H 3.895 -0.909 3.324
H -0.232 0.454 2.938
H 0.425 -0.215 4.437
H 0.956 1.381 3.914
H 0.538 -1.881 1.940
H 2.207 -2.424 2.245
H 1.097 -2.183 3.601
```

Values from the calculation:
HOMO level: -0.4711 hartree
Energy: -49558.3987 eV
Net charge: +2
LUMO: -7.9 eV
Relative energy (zero: lowest compared OMol25 entry of this formula, charge and spin): 26.7 kcal/mol
Orbital gap: 0.1826 Eh

Table of Mulliken atomic charges, one value per atom, all in e: number 1, C, carries -0.92; number 2, C, carries -0.93; number 3, C, carries 1.17; number 4, C, carries 0.65; number 5, C, carries 0.88; number 6, C, carries -0.86; number 7, C, carries 0.66; number 8, C, carries -1.77; number 9, N, carries 0.21; number 10, Zr, carries -0.71; number 11, C, carries -1.15; number 12, P, carries 1.12; number 13, H, carries 0.44; number 14, H, carries 0.51; number 15, H, carries 0.43; number 16, H, carries 0.47; number 17, H, carries 0.57; number 18, H, carries -0.26; number 19, H, carries -0.09; number 20, H, carries 0.53; number 21, C, carries -1.19; number 22, C, carries -1.41; number 23, H, carries 0.42; number 24, C, carries -0.74; number 25, C, carries -0.82; number 26, H, carries 0.06; number 27, H, carries 0.37; number 28, H, carries 0.27; number 29, H, carries 0.13; number 30, H, carries 0.32; number 31, H, carries 0.22; number 32, H, carries 0.31; number 33, H, carries 0.48; number 34, H, carries 0.42; number 35, H, carries 0.33; number 36, H, carries 0.41; number 37, H, carries 0.40; number 38, H, carries 0.42; number 39, H, carries 0.37; number 40, C, carries -1.76; number 41, C, carries 1.84; number 42, C, carries -1.63; number 43, C, carries -1.85; number 44, P, carries -0.02; number 45, N, carries 0.54; number 46, C, carries 1.65; number 47, C, carries -1.77; number 48, C, carries -1.76; number 49, C, carries -1.58; number 50, C, carries 1.89; number 51, C, carries -1.77; number 52, C, carries -1.71; number 53, C, carries -1.44; number 54, H, carries 0.52; number 55, H, carries 0.31; number 56, H, carries 0.30; number 57, H, carries 0.55; number 58, H, carries 0.13; number 59, H, carries 0.31; number 60, H, carries 0.29; number 61, H, carries 0.32; number 62, H, carries 0.62; number 63, H, carries 0.31; number 64, H, carries 0.53; number 65, H, carries 0.29; number 66, H, carries 0.18; number 67, H, carries 0.61; number 68, H, carries 0.29; number 69, H, carries 0.15; number 70, H, carries 0.31; number 71, H, carries 0.50; number 72, H, carries 0.32; number 73, H, carries 0.53; number 74, H, carries 0.31; number 75, H, carries 0.13; number 76, H, carries 0.62; number 77, H, carries 0.30; number 78, H, carries 0.05; number 79, H, carries 0.30; number 80, H, carries 0.55

=====

A 7-piece molecular cluster, C21H31N5O10S2 overall. Source: the Open Molecules 2025 dataset; level of theory: ωB97M-V with the def2-TZVPD basis set.

Geometry as XYZ:
```
69
Properties=species:S:1:pos:R:3
C 0.163 -4.275 2.267
N -0.356 -4.749 3.575
O -1.564 -4.839 3.699
O 0.456 -4.964 4.455
H -0.539 -4.577 1.496
H 1.121 -4.756 2.088
H 0.269 -3.194 2.297
O 1.124 -1.353 0.504
S 0.305 -0.729 -0.466
O 0.670 -0.786 -1.835
O -1.173 -1.236 -0.218
C -2.076 -0.183 -0.592
C -1.421 1.025 0.080
O 0.005 0.782 -0.054
H -2.183 -0.040 -1.669
H -3.049 -0.450 -0.188
H -1.613 1.058 1.148
H -1.691 1.942 -0.430
O 5.737 -2.113 3.153
S 5.622 -0.707 3.002
O 6.601 0.141 3.542
O 5.385 -0.360 1.470
C 3.981 -0.345 1.146
C 3.237 -0.519 2.483
O 4.198 -0.216 3.490
H 3.782 0.619 0.678
H 3.775 -1.129 0.422
H 2.873 -1.540 2.597
H 2.383 0.144 2.562
C -1.240 1.630 -3.801
C -2.383 2.344 -3.345
C -3.279 2.383 -4.377
N -2.744 1.676 -5.423
C -1.508 1.209 -5.081
H -0.361 1.291 -3.274
H -2.494 2.751 -2.353
H -4.272 2.792 -4.454
H -3.231 1.532 -6.289
H -0.920 0.580 -5.726
C 2.147 0.206 -5.905
C 3.060 -0.172 -6.926
C 3.855 -1.160 -6.414
N 3.445 -1.408 -5.134
C 2.418 -0.565 -4.804
H 1.395 0.978 -5.929
H 3.122 0.233 -7.922
H 4.627 -1.741 -6.888
H 3.908 -2.009 -4.476
H 1.969 -0.606 -3.827
C -0.491 -0.371 3.311
C -1.518 -1.338 3.107
C -1.899 -1.787 4.337
N -1.168 -1.116 5.280
C -0.324 -0.234 4.661
H 0.049 0.191 2.567
H -1.930 -1.630 2.156
H -2.675 -2.482 4.605
H -1.221 -1.311 6.265
H 0.370 0.361 5.231
C -2.152 3.374 2.407
C -2.584 4.119 1.266
C -3.938 4.000 1.184
N -4.349 3.220 2.233
C -3.268 2.848 2.984
H -1.125 3.296 2.720
H -1.965 4.667 0.574
H -4.644 4.419 0.488
H -5.305 2.997 2.448
H -3.403 2.184 3.821
```

Values from the calculation:
HOMO level: -0.3026 hartree
Energy: -71870.4283 eV
LUMO: 0.3 eV
Orbital gap: 0.3151 Eh
Structure (SMILES): C[N+](=O)[O-].O=S1(=O)OCCO1.O=S1(=O)OCCO1.c1cc[nH]c1.c1cc[nH]c1.c1cc[nH]c1.c1cc[nH]c1

Table of Mulliken atomic charges, one value per atom, all in e: number 1, C, carries -0.39; number 2, N, carries 0.98; number 3, O, carries -0.55; number 4, O, carries -0.58; number 5, H, carries 0.24; number 6, H, carries 0.30; number 7, H, carries 0.00; number 8, O, carries -0.45; number 9, S, carries 0.90; number 10, O, carries -0.46; number 11, O, carries -0.35; number 12, C, carries -0.34; number 13, C, carries 0.86; number 14, O, carries -0.37; number 15, H, carries 0.26; number 16, H, carries 0.34; number 17, H, carries -0.22; number 18, H, carries -0.27; number 19, O, carries -0.55; number 20, S, carries 1.09; number 21, O, carries -0.54; number 22, O, carries -0.37; number 23, C, carries -0.08; number 24, C, carries 0.08; number 25, O, carries -0.37; number 26, H, carries 0.24; number 27, H, carries 0.23; number 28, H, carries 0.18; number 29, H, carries 0.09; number 30, C, carries -0.24; number 31, C, carries -0.38; number 32, C, carries -0.80; number 33, N, carries 0.01; number 34, C, carries -0.57; number 35, H, carries 0.43; number 36, H, carries 0.51; number 37, H, carries 0.40; number 38, H, carries 0.19; number 39, H, carries 0.45; number 40, C, carries -0.20; number 41, C, carries -0.76; number 42, C, carries -0.48; number 43, N, carries 0.01; number 44, C, carries -0.50; number 45, H, carries 0.48; number 46, H, carries 0.39; number 47, H, carries 0.38; number 48, H, carries 0.20; number 49, H, carries 0.53; number 50, C, carries 0.54; number 51, C, carries -0.05; number 52, C, carries -1.25; number 53, N, carries 0.07; number 54, C, carries -1.37; number 55, H, carries 0.45; number 56, H, carries 0.45; number 57, H, carries 0.44; number 58, H, carries 0.21; number 59, H, carries 0.47; number 60, C, carries -0.31; number 61, C, carries -0.46; number 62, C, carries -0.64; number 63, N, carries 0.01; number 64, C, carries -0.59; number 65, H, carries 0.50; number 66, H, carries 0.48; number 67, H, carries 0.43; number 68, H, carries 0.19; number 69, H, carries 0.44

=====

An isolated ion of composition C7H20N5O and charge +1 at a distorted geometry. Source: the Open Molecules 2025 dataset; level of theory: ωB97M-V with the def2-TZVPD basis set.

Geometry as XYZ:
```
33
Properties=species:S:1:pos:R:3
C 3.726 0.022 0.235
C 2.427 0.133 0.401
C 1.435 -0.037 -0.684
N 0.371 1.119 -0.688
C 0.706 2.250 0.183
C 0.683 -1.463 -0.670
N 1.723 -2.409 -0.749
N -0.009 -1.441 0.611
C -1.449 -1.379 0.761
O -2.116 -2.410 0.214
N -1.898 -0.182 -0.120
C -3.143 0.595 0.378
N -3.240 1.777 -0.456
H 4.323 0.246 1.088
H 4.092 -0.332 -0.676
H 1.872 0.420 1.267
H 1.964 0.075 -1.682
H 0.215 1.323 -1.678
H -0.655 0.592 -0.316
H -0.058 2.208 1.028
H 1.678 2.380 0.510
H 0.424 3.089 -0.449
H -0.012 -1.650 -1.444
H 1.825 -2.915 -1.677
H 1.414 -3.171 -0.093
H 0.363 -2.012 1.394
H -1.723 -1.126 1.782
H -2.177 -3.224 0.785
H -2.084 -0.712 -1.008
H -2.870 1.004 1.467
H -3.998 -0.231 0.236
H -4.146 2.345 -0.348
H -3.091 1.573 -1.424
```

Values from the calculation:
HOMO level: -0.4638 hartree
Energy: -17072.4895 eV
Net charge: +1
LUMO: -2.4 eV
Orbital gap: 0.3753 Eh
Structure (SMILES): C=C[C@H]([NH2+]C)[C@@H](N)N[C@H](O)NCN

Table of Mulliken atomic charges, one value per atom, all in e: number 1, C, carries -1.13; number 2, C, carries -0.70; number 3, C, carries 0.17; number 4, N, carries -0.10; number 5, C, carries -1.04; number 6, C, carries -0.04; number 7, N, carries -0.57; number 8, N, carries -0.28; number 9, C, carries -0.61; number 10, O, carries -0.54; number 11, N, carries -0.43; number 12, C, carries -0.51; number 13, N, carries -0.50; number 14, H, carries 0.32; number 15, H, carries 0.32; number 16, H, carries 0.58; number 17, H, carries 0.42; number 18, H, carries 0.42; number 19, H, carries 0.36; number 20, H, carries 0.26; number 21, H, carries 0.48; number 22, H, carries 0.40; number 23, H, carries 0.38; number 24, H, carries 0.31; number 25, H, carries 0.28; number 26, H, carries 0.37; number 27, H, carries 0.55; number 28, H, carries 0.36; number 29, H, carries 0.40; number 30, H, carries 0.28; number 31, H, carries 0.31; number 32, H, carries 0.26; number 33, H, carries 0.20

=====

C2H5N3O as an isolated structure at a distorted geometry. Source: the Open Molecules 2025 dataset; level of theory: ωB97M-V with the def2-TZVPD basis set.

Geometry as XYZ:
```
11
Properties=species:S:1:pos:R:3
C -0.438 0.383 -0.254
C 1.005 0.423 0.009
H -2.905 0.610 -0.207
H -2.959 -1.097 0.615
H -0.840 1.335 -0.683
H 1.365 1.370 0.993
H 3.505 -1.103 -0.269
N -2.520 -0.405 -0.079
N -1.170 -0.650 0.170
N 1.826 -0.574 -0.508
O 3.131 -0.292 0.213
```

Values from the calculation:
HOMO level: -0.3256 hartree
Energy: -8667.1213 eV
LUMO: 0.4 eV
Relative energy (zero: lowest compared OMol25 entry of this formula, charge and spin): 150.4 kcal/mol
Orbital gap: 0.3418 Eh

Table of Mulliken atomic charges, one value per atom, all in e: number 1, C, carries -0.04; number 2, C, carries -0.04; number 3, H, carries 0.26; number 4, H, carries 0.28; number 5, H, carries 0.30; number 6, H, carries 0.24; number 7, H, carries 0.38; number 8, N, carries -0.40; number 9, N, carries -0.28; number 10, N, carries -0.32; number 11, O, carries -0.40